1.
ORCA calculation (ωB97M-V/def2-TZVPD) on one molecule with the formula C5H9BrO6S.

Positions of all 22 atoms, in Å:
O: 0.21 3.62 -1.61
S: -0.66 2.55 -1.30
O: -1.99 2.82 -0.91
O: -0.60 1.47 -2.50
C: 0.21 0.36 -2.10
O: 0.04 -0.72 -2.90
C: -0.13 0.21 -0.61
Br: -2.00 -0.42 -0.52
C: 0.85 -0.67 0.17
C: 0.30 -1.62 1.23
C: -0.32 -0.94 2.45
O: 0.43 0.18 2.89
O: 0.03 1.57 -0.21
H: 1.27 0.63 -2.13
H: -0.90 -0.86 -3.05
H: 1.55 0.01 0.65
H: 1.37 -1.26 -0.58
H: 1.14 -2.21 1.59
H: -0.39 -2.34 0.79
H: -1.32 -0.59 2.26
H: -0.38 -1.69 3.25
H: 1.31 -0.11 3.12

Its HOMO energy is -10.776 eV. The energy above the lowest of the compared OMol25 structures with the same formula, charge and spin is 0.0000 eV. Its HOMO-LUMO gap is 11.05 eV. Its structure (SMILES) is O=S1(=O)O[C@H](O)[C@@](Br)(CCCO)O1. The value obtained for the lowest unoccupied orbital energy is 0.274 eV. The net charge is 0.

***

2.
ORCA calculation (ωB97M-V/def2-TZVPD) on a 2-piece molecular cluster, C9H14 overall.

Positions of all 23 atoms, in Å:
C: -1.37 -0.31 -2.72
C: 0.70 0.97 -2.02
C: -0.58 0.42 -1.68
C: 1.22 1.90 -1.10
C: 0.64 2.19 0.15
C: -1.17 0.70 -0.48
C: -0.52 1.50 0.52
H: 1.11 0.97 -3.03
H: 2.12 2.39 -1.45
H: -2.48 -0.18 -2.76
H: -1.26 -1.40 -2.73
H: 1.23 2.85 0.77
H: -2.18 0.38 -0.25
H: -0.94 1.73 1.49
H: -1.18 -0.14 -3.78
C: 0.61 -1.39 1.72
C: 0.64 -2.04 3.07
H: -0.06 -1.93 1.04
H: 0.23 -0.35 1.86
H: 1.51 -1.48 1.09
H: 1.11 -1.47 3.88
H: 1.01 -3.06 3.04
H: -0.41 -2.25 3.36

Its HOMO energy (spin up / spin down) is 0.908 / -3.417 eV. The spin multiplicity is 2. The energy above the lowest of the compared OMol25 structures with the same formula, charge and spin is 0.7818 eV. Its HOMO-LUMO gap (spin up / spin down) is 2.89 / 7.15 eV. The value obtained for the lowest unoccupied orbital energy (spin up / spin down) is 3.793 / 3.737 eV. The net charge is -1.

***

3.
ORCA calculation (ωB97M-V/def2-TZVPD) on a 2-piece molecular cluster, C3H9NO2 overall.

Positions of all 15 atoms, in Å:
C: -0.82 0.33 1.54
C: -0.45 1.41 0.53
O: -0.56 2.56 0.95
N: -0.21 1.07 -0.74
H: -0.13 1.67 -1.55
H: -0.12 0.09 -1.00
H: -0.26 -0.64 1.48
H: -1.87 0.14 1.19
H: -0.89 0.75 2.53
C: 1.08 -2.83 -0.72
O: 0.68 -1.60 -1.29
H: 1.35 -0.93 -1.12
H: 0.99 -2.96 0.36
H: 0.49 -3.58 -1.31
H: 2.15 -3.02 -0.93

Its HOMO energy is -9.418 eV. The energy above the lowest of the compared OMol25 structures with the same formula, charge and spin is 1.2092 eV. Its HOMO-LUMO gap is 10.00 eV. Its structure (SMILES) is CC(N)=O.CO. The value obtained for the lowest unoccupied orbital energy is 0.586 eV. The net charge is 0.

***

4.
ORCA calculation (ωB97M-V/def2-TZVPD) on a 3-piece molecular cluster, C6H14NS overall.

Positions of all 22 atoms, in Å:
C: -1.11 0.43 0.91
N: 0.19 0.11 1.29
C: 1.18 0.20 0.28
C: 2.39 -0.67 0.71
S: 3.94 -0.96 -0.49
C: 1.40 1.68 -0.02
C: -1.57 0.11 -0.40
C: -2.94 -0.18 -0.92
H: -0.28 2.56 -0.60
H: -1.87 0.00 1.62
H: -0.07 -3.52 -0.16
H: 0.94 -0.18 -0.77
H: 2.03 -1.63 0.94
H: 2.78 -0.12 1.60
H: 0.42 2.01 -0.33
H: 2.26 1.96 -0.71
H: 1.49 2.15 1.00
H: -0.47 -3.13 0.37
H: -0.84 0.05 -1.20
H: -3.06 0.35 -1.77
H: -3.09 -1.23 -1.22
H: -3.71 0.02 -0.14

Its HOMO energy is -2.520 eV. The energy above the lowest of the compared OMol25 structures with the same formula, charge and spin is 9.0087 eV. Its HOMO-LUMO gap is 3.79 eV. The value obtained for the lowest unoccupied orbital energy is 1.272 eV. The net charge is -1.

***

5.
ORCA calculation (ωB97M-V/def2-TZVPD) on a 7-piece molecular cluster, C25H32BBr2ClF9O21P2 overall.

Positions of all 93 atoms, in Å:
C: -1.30 3.47 -4.17
C: -0.10 4.07 -5.02
Cl: 0.96 5.25 -4.04
C: 0.74 3.01 -5.86
B: 1.37 1.73 -5.05
C: 2.29 2.08 -3.74
C: 1.53 2.12 -2.35
C: 2.51 2.20 -1.07
F: 1.63 2.15 0.07
Br: 3.69 0.62 -0.89
C: 3.30 3.57 -0.95
F: 4.11 3.46 0.22
F: 4.19 3.81 -1.98
Br: 2.13 5.14 -0.60
P: 0.06 0.31 -4.69
P: -0.07 -0.87 -6.53
O: -1.22 -0.41 -7.45
O: 1.35 -0.74 -7.46
O: -0.22 -2.52 -6.10
H: -1.89 4.33 -3.71
H: -1.00 2.68 -3.43
H: -2.01 3.00 -4.93
H: -0.61 4.75 -5.79
H: 0.08 2.66 -6.72
H: 1.62 3.57 -6.33
H: 2.13 1.21 -5.84
H: 3.11 1.28 -3.67
H: 2.82 3.07 -3.96
H: 0.89 1.19 -2.14
H: 0.82 3.00 -2.23
H: 0.52 -0.54 -3.64
H: 1.24 -0.07 -8.16
H: 0.67 -2.89 -6.27
C: 3.87 -0.75 3.40
C: 5.27 -0.61 2.90
O: 5.60 -1.91 2.46
C: 4.41 -2.47 2.08
O: 4.32 -3.45 1.42
O: 3.35 -1.76 2.55
F: 6.12 -0.27 3.91
H: 3.83 -1.10 4.44
H: 3.30 0.17 3.32
H: 5.38 0.10 2.07
C: -2.90 -3.57 -1.70
C: -3.17 -2.42 -2.62
O: -2.07 -1.56 -2.39
C: -1.04 -2.38 -2.03
O: 0.11 -2.06 -2.02
O: -1.48 -3.62 -1.69
F: -4.31 -1.77 -2.27
H: -3.27 -3.40 -0.69
H: -3.32 -4.51 -2.07
H: -3.21 -2.69 -3.68
C: -0.39 -7.00 1.08
C: -1.77 -7.56 1.21
O: -2.38 -7.22 -0.02
C: -1.36 -7.17 -0.93
O: -1.52 -7.18 -2.11
O: -0.15 -7.13 -0.32
F: -2.46 -6.95 2.21
H: -0.34 -5.94 1.36
H: 0.34 -7.55 1.66
H: -1.81 -8.64 1.35
C: -1.09 0.46 3.24
C: 0.31 0.61 2.74
O: 0.64 -0.70 2.32
C: -0.53 -1.27 1.93
O: -0.62 -2.26 1.27
O: -1.61 -0.56 2.39
F: 1.14 0.97 3.76
H: -1.15 0.13 4.28
H: -1.67 1.38 3.14
H: 0.42 1.31 1.91
C: -0.58 -0.62 8.07
C: -1.66 -0.27 9.05
O: -2.15 0.96 8.55
C: -1.94 0.92 7.20
O: -2.47 1.66 6.42
O: -1.07 -0.07 6.86
F: -1.16 -0.06 10.29
H: 0.38 -0.16 8.32
H: -0.44 -1.70 7.99
H: -2.48 -0.99 9.10
C: -3.56 4.99 1.01
C: -2.30 5.48 1.65
O: -1.61 4.29 1.98
C: -2.02 3.37 1.06
O: -1.46 2.34 0.86
O: -3.13 3.78 0.39
F: -2.56 6.16 2.79
H: -4.34 4.76 1.74
H: -3.95 5.68 0.27
H: -1.67 6.09 0.99

Its HOMO energy is -4.386 eV. Its HOMO-LUMO gap is 5.93 eV. The value obtained for the lowest unoccupied orbital energy is 1.546 eV. The net charge is -1.

***

6.
ORCA calculation (ωB97M-V/def2-TZVPD) on C22H33ClKN2O10PS as an isolated structure.

Positions of all 71 atoms, in Å:
K: 0.34 -0.22 -0.16
O: 4.00 0.80 0.96
C: 3.09 0.02 1.27
O: 2.52 -0.83 0.55
C: 2.61 0.08 2.73
C: 3.53 -0.14 3.72
C: 3.13 -0.21 5.06
C: 1.82 -0.03 5.44
C: 0.90 0.26 4.44
C: 1.20 0.34 3.04
O: 0.40 0.60 2.13
N: -0.46 0.51 4.92
O: -0.77 0.09 6.03
O: -1.22 1.16 4.22
N: 4.12 -0.45 6.10
O: 5.29 -0.59 5.77
O: 3.74 -0.49 7.27
H: 4.57 -0.28 3.45
H: 1.52 -0.08 6.47
C: 2.58 3.88 -0.61
C: 1.52 4.16 0.44
C: 2.11 3.88 1.83
P: 0.07 3.06 0.11
C: -0.82 3.92 -1.30
C: -0.53 5.39 -1.52
C: -0.64 3.13 -2.58
C: -1.04 3.42 1.55
C: -1.38 4.89 1.79
C: -2.30 2.58 1.52
H: 3.39 4.61 -0.53
H: 2.19 3.94 -1.63
H: 3.00 2.89 -0.47
H: 1.22 5.22 0.39
H: 2.38 2.84 1.93
H: 1.42 4.15 2.63
H: 3.02 4.47 1.96
H: -1.88 3.82 -1.01
H: 0.51 5.55 -1.83
H: -0.69 6.00 -0.63
H: -1.16 5.79 -2.32
H: 0.41 3.09 -2.88
H: -1.19 3.59 -3.40
H: -0.99 2.10 -2.48
H: -0.46 3.04 2.40
H: -2.00 5.29 0.98
H: -0.50 5.52 1.88
H: -1.96 5.00 2.71
H: -2.99 2.91 0.73
H: -2.82 2.65 2.47
H: -2.07 1.54 1.33
Cl: 1.79 -5.33 -0.73
C: 1.44 -3.58 -1.10
C: -0.05 -3.21 -1.06
O: -0.87 -3.93 -0.49
O: -0.25 -2.13 -1.65
H: 1.81 -3.42 -2.11
H: 2.04 -2.99 -0.41
O: -2.27 0.32 -1.04
S: -2.62 -1.02 -0.43
C: -4.24 -0.74 0.32
C: -5.33 -1.05 -0.72
C: -4.63 -1.25 -2.07
C: -3.34 -1.98 -1.75
H: -4.21 0.30 0.64
H: -4.33 -1.37 1.21
H: -6.08 -0.26 -0.76
H: -5.84 -1.97 -0.43
H: -4.38 -0.29 -2.52
H: -5.25 -1.80 -2.79
H: -2.57 -2.03 -2.52
H: -3.49 -2.99 -1.36

Its HOMO energy is -2.568 eV. The energy above the lowest of the compared OMol25 structures with the same formula, charge and spin is 0.0000 eV. Its HOMO-LUMO gap is 6.47 eV. The value obtained for the lowest unoccupied orbital energy is 3.899 eV. The net charge is -2.